No. 1
{"formula": "C2H11N4", "method": "the ωB97M-V functional and the def2-TZVPD basis", "elements": ["N", "C", "N", "N", "H", "H", "H", "H", "H", "C", "N", "H", "H", "H", "H", "H", "H"], "coordinates": [[-1.5479, 0.7981, -0.1025], [-1.4515, -0.3626, 0.6878], [-1.1243, -0.0655, 2.0053], [-1.4690, -1.5720, 0.2711], [-2.2593, 0.8699, -0.7917], [-1.5595, 1.5892, 0.5141], [-1.5170, 0.7702, 2.3587], [-1.1430, -0.8636, 2.6727], [-1.9056, -1.5601, -0.6508], [2.3394, 0.1295, -1.3347], [1.1599, -0.0706, -0.4804], [2.7506, 1.1028, -1.0348], [3.1481, -0.6408, -1.1001], [2.0217, 0.2057, -2.3834], [0.3609, 0.5601, -0.6458], [1.4774, 0.1015, 0.4986], [0.7188, -0.9918, -0.4840]], "atomic_forces_ev_per_a": [[0.676, 0.135, 0.992], [-0.113, -0.715, 0.728], [0.601, -1.585, -0.153], [-0.540, 0.697, -0.133], [-0.649, -0.291, -0.578], [-0.203, 0.699, -0.197], [-0.290, 0.704, 0.559], [-0.070, 0.925, -0.994], [0.457, -0.397, -0.238], [1.360, 0.111, -0.221], [0.356, -0.040, 1.643], [-0.043, -0.251, -0.273], [-1.394, 0.849, -0.638], [0.384, -0.438, 0.358], [-0.008, 0.285, -0.119], [-0.669, -0.285, -0.635], [0.146, -0.403, -0.101]], "largest_force_ev_per_a": 1.75, "total_charge": 1, "lumo_ev": -3.3, "e_homo_ev": -13.4, "homo_lumo_gap_ev": 10.09}

No. 2
{"formula": "C5H6Si", "method": "the ωB97M-V functional and the def2-TZVPD basis", "elements": ["C", "C", "C", "C", "C", "Si", "H", "H", "H", "H", "H", "H"], "coordinates": [[-1.1248, 1.7260, -1.5226], [-4.1470, 0.3282, 2.0219], [-1.3335, 1.5187, -0.3542], [-3.0631, 0.7144, 1.6633], [1.5679, -0.5753, -0.2222], [-1.2891, 1.2545, 1.4903], [-1.0068, 1.8979, -2.5558], [-5.1145, -0.0023, 2.2740], [1.8854, -0.1590, 0.7247], [0.6385, -1.1141, -0.0871], [2.3271, -1.2541, -0.5910], [1.4166, 0.2240, -0.9345]], "atomic_forces_ev_per_a": [[-0.147, 0.017, -0.017], [0.011, 0.037, -0.129], [0.072, -0.084, 0.754], [0.724, 0.189, 0.016], [0.060, -0.037, -0.023], [-0.359, -0.035, -0.359], [0.094, 0.074, -0.433], [-0.435, -0.158, 0.155], [0.074, 0.089, 0.198], [-0.180, -0.114, 0.003], [0.124, -0.125, -0.040], [-0.038, 0.147, -0.124]], "largest_force_ev_per_a": 0.76, "lumo_ev": -1.2, "e_homo_ev": -9.1, "homo_lumo_gap_ev": 7.89}

No. 3
{"formula": "C10H26CoN2O4", "method": "the ωB97M-V functional and the def2-TZVPD basis", "elements": ["Co", "O", "C", "C", "O", "H", "H", "H", "H", "C", "C", "C", "O", "C", "N", "H", "H", "H", "H", "H", "H", "H", "H", "H", "H", "H", "C", "C", "C", "O", "C", "N", "H", "H", "H", "H", "H", "H", "H", "H", "H", "H", "H"], "coordinates": [[-13.0848, 15.4720, -4.1547], [-14.7376, 15.1223, -2.8755], [-14.9166, 13.6980, -3.0383], [-13.6276, 12.7682, -3.3941], [-12.5599, 13.3587, -4.1475], [-15.6142, 13.4793, -3.8468], [-15.4943, 13.2818, -2.2130], [-13.8980, 11.7419, -3.6425], [-13.1245, 12.4923, -2.4673], [-13.9785, 15.4571, -8.3162], [-13.2197, 15.2341, -6.9965], [-11.7685, 15.7555, -7.0215], [-11.3466, 15.6837, -5.6447], [-9.9915, 15.6767, -5.4407], [-13.9996, 15.9923, -6.0245], [-13.5070, 16.3197, -8.7872], [-15.0390, 15.6843, -8.2074], [-13.9075, 14.6084, -8.9965], [-13.0410, 14.2161, -6.6505], [-11.6904, 16.8222, -7.2317], [-11.0578, 15.1834, -7.6179], [-9.7156, 15.7949, -4.3928], [-9.5418, 16.4479, -6.0662], [-9.7442, 14.6994, -5.8553], [-13.8598, 16.9797, -6.1843], [-14.9925, 15.8303, -5.9349], [-12.1308, 19.5111, -3.0612], [-11.9803, 18.0227, -3.4605], [-11.5344, 17.1454, -2.2855], [-11.4974, 15.7908, -2.7253], [-11.0518, 14.9240, -1.7042], [-13.3137, 17.5929, -3.9088], [-12.5031, 20.2166, -3.8040], [-11.1669, 19.8405, -2.6734], [-12.8644, 19.5373, -2.2554], [-11.2763, 17.7551, -4.2485], [-12.3082, 17.1431, -1.5179], [-10.5749, 17.5400, -1.9509], [-10.7526, 13.9673, -2.1322], [-11.8462, 14.5899, -1.0367], [-10.1516, 15.2268, -1.1694], [-13.6362, 18.1793, -4.6654], [-14.0240, 17.7704, -3.2130]], "atomic_forces_ev_per_a": [[-1.030, -2.247, 0.876], [1.516, -1.432, -1.152], [0.601, 0.100, -0.931], [1.198, 1.434, 1.734], [-2.080, 1.312, -0.421], [-0.271, 0.347, -0.797], [0.470, -0.193, 0.713], [-0.724, 0.011, -1.256], [-0.070, 0.330, 1.121], [1.039, -0.731, -0.789], [-0.606, 0.318, -1.170], [-0.250, 0.556, 1.866], [-2.502, 0.590, 0.351], [0.942, -0.822, -1.104], [1.297, 0.147, 1.323], [-0.168, 0.104, -0.342], [0.139, -0.148, 0.354], [0.131, 0.048, -0.148], [-0.883, -0.292, 0.012], [-0.144, 0.204, -0.795], [-0.363, -0.169, -0.350], [-0.277, -0.152, -0.167], [0.447, 0.261, 0.106], [1.291, -0.152, 0.418], [-0.141, 0.037, -0.147], [0.003, -0.554, -0.339], [1.128, -0.755, 0.598], [-1.181, 0.691, 0.272], [-1.238, 0.219, -0.413], [1.207, 0.919, 0.084], [0.160, -2.105, 0.074], [0.084, -0.286, 0.153], [0.267, -0.396, -0.414], [-0.079, 0.498, 0.068], [0.098, 0.036, 0.221], [0.005, 0.672, -0.320], [0.155, 0.554, 0.503], [0.147, -0.382, 0.315], [-0.148, 0.143, -0.719], [-0.246, 0.732, 0.241], [-0.208, 0.828, 0.043], [0.314, 0.055, -0.356], [-0.032, -0.335, 0.681]], "multiplicity": 4, "largest_force_ev_per_a": 2.62, "s2": 3.7563, "lumo_ev": [0.1, 0.1], "e_homo_ev": [-6.4, -6.3], "homo_lumo_gap_ev": [6.57, 6.40]}

No. 4
{"formula": "C37H56AgFN2O4S3Si", "method": "the ωB97M-V functional and the def2-TZVPD basis", "elements": ["Ag", "C", "C", "S", "C", "C", "S", "C", "C", "S", "H", "H", "H", "H", "H", "H", "H", "H", "H", "H", "H", "H", "C", "N", "C", "C", "C", "C", "C", "N", "C", "C", "C", "C", "C", "C", "H", "H", "H", "H", "H", "H", "H", "H", "H", "H", "H", "F", "C", "C", "C", "C", "C", "C", "C", "H", "H", "H", "H", "H", "H", "C", "C", "C", "C", "O", "Si", "O", "O", "C", "C", "C", "C", "O", "C", "C", "C", "C", "H", "H", "H", "H", "H", "H", "H", "H", "H", "H", "H", "H", "H", "H", "H", "H", "H", "H", "H", "H", "H", "H", "H", "H", "H", "H", "H"], "coordinates": [[1.7821, -0.1334, -0.3454], [-0.6211, 5.2580, -2.4184], [-0.9270, 3.7882, -2.6788], [0.1133, 2.6584, -1.7100], [0.9287, 1.7201, -3.0193], [2.0168, 2.4588, -3.7848], [3.4289, 2.9404, -2.7486], [3.3893, 4.7482, -2.7739], [2.2260, 5.4380, -2.0592], [0.8810, 5.8922, -3.2075], [-0.5713, 5.4571, -1.3466], [-1.4217, 5.8838, -2.8227], [-0.8082, 3.5641, -3.7400], [-1.9715, 3.5920, -2.4161], [0.1668, 1.3535, -3.7106], [1.3442, 0.8422, -2.5187], [1.6263, 3.3534, -4.2713], [2.4018, 1.7923, -4.5602], [3.4829, 5.1192, -3.7979], [4.3176, 5.0082, -2.2594], [2.5775, 6.3623, -1.5968], [1.8188, 4.7884, -1.2861], [1.1186, -3.3978, 0.5630], [2.0415, -2.5670, -0.1695], [2.8335, -3.1143, -1.0006], [3.6573, -2.3869, -1.9249], [4.6850, -2.9065, -2.7262], [5.1941, -1.8173, -3.4430], [4.4306, -0.7114, -3.0351], [3.5015, -1.0483, -2.1263], [1.1807, -3.1957, 2.0585], [1.2430, -1.9151, 2.6032], [1.2346, -1.7295, 3.9762], [1.1593, -2.8229, 4.8320], [1.1006, -4.1031, 4.3011], [1.1152, -4.2837, 2.9225], [1.2593, -4.4678, 0.3334], [0.1134, -3.1060, 0.2376], [2.8857, -4.2141, -1.0666], [5.0133, -3.9371, -2.7595], [6.0012, -1.8192, -4.1631], [4.5266, 0.3134, -3.3743], [1.3041, -1.0582, 1.9413], [1.2990, -0.7237, 4.3736], [1.1563, -2.6746, 5.9057], [1.0484, -4.9643, 4.9583], [1.0723, -5.2862, 2.5081], [3.4100, 1.1279, 6.2675], [3.2757, 1.2245, 4.8988], [4.0944, 0.4718, 4.0796], [3.9559, 0.5749, 2.7055], [3.0125, 1.4345, 2.0960], [2.8911, 1.5444, 0.6564], [2.1987, 2.1654, 2.9886], [2.3215, 2.0659, 4.3684], [4.8211, -0.2011, 4.5191], [4.5812, -0.0349, 2.0629], [3.8320, 1.3825, 0.1296], [2.4149, 2.4702, 0.3282], [1.4522, 2.8336, 2.5741], [1.6840, 2.6410, 5.0305], [-3.7589, -1.9580, -3.5670], [-3.3928, -0.8212, -2.6160], [-4.6129, 0.0634, -2.3565], [-2.2576, 0.0096, -3.2081], [-3.0091, -1.4308, -1.4005], [-1.9208, -0.8462, -0.2641], [-0.4433, -0.7569, -0.7335], [-2.6620, 0.5930, 0.1742], [-2.4038, 1.3763, 1.3294], [-3.4189, 0.9917, 2.4067], [-2.6099, 2.8303, 0.9130], [-0.9895, 1.1770, 1.8623], [-2.1481, -1.8641, 1.0396], [-3.0293, -2.9260, 1.3209], [-4.4843, -2.4598, 1.2337], [-2.7080, -3.3674, 2.7468], [-2.7902, -4.0798, 0.3475], [-4.1201, -1.5705, -4.5233], [-4.5397, -2.5767, -3.1189], [-2.8830, -2.5833, -3.7465], [-4.9545, 0.5375, -3.2813], [-4.3545, 0.8309, -1.6266], [-5.4281, -0.5395, -1.9486], [-2.5537, 0.4152, -4.1809], [-1.3641, -0.6050, -3.3200], [-1.9994, 0.8344, -2.5395], [-4.4352, 1.1054, 2.0206], [-3.3019, 1.6206, 3.2934], [-3.2662, -0.0496, 2.6925], [-3.6094, 2.9566, 0.4888], [-1.8708, 3.0981, 0.1557], [-2.4993, 3.5019, 1.7683], [-0.8503, 0.1474, 2.1993], [-0.8132, 1.8378, 2.7148], [-0.2436, 1.3779, 1.0917], [-4.6440, -1.6149, 1.9057], [-5.1628, -3.2690, 1.5193], [-4.7117, -2.1399, 0.2168], [-2.8951, -2.5453, 3.4408], [-1.6541, -3.6374, 2.8240], [-3.3216, -4.2239, 3.0406], [-2.9518, -3.7398, -0.6759], [-3.4704, -4.9091, 0.5630], [-1.7637, -4.4386, 0.4396]], "atomic_forces_ev_per_a": [[0.086, -0.020, 0.218], [-0.015, -0.001, 0.001], [-0.015, 0.005, -0.006], [0.054, -0.046, -0.050], [-0.005, 0.023, 0.023], [0.000, 0.003, -0.044], [-0.003, -0.008, 0.015], [-0.008, 0.017, 0.008], [0.010, -0.007, 0.009], [0.000, 0.004, -0.001], [0.005, 0.005, 0.004], [-0.003, -0.004, -0.002], [-0.001, -0.009, -0.004], [0.001, 0.003, 0.008], [-0.028, -0.007, -0.004], [0.018, -0.010, -0.012], [0.005, 0.004, 0.000], [0.009, -0.005, 0.008], [-0.003, -0.006, -0.006], [0.002, 0.005, -0.002], [-0.001, -0.005, 0.003], [0.004, 0.007, -0.022], [-0.017, 0.002, 0.042], [-0.053, 0.060, 0.074], [-0.075, -0.118, -0.059], [0.085, 0.000, -0.047], [-0.014, -0.022, 0.013], [0.014, 0.016, -0.025], [-0.041, 0.011, 0.004], [0.011, 0.086, -0.056], [-0.019, -0.004, -0.020], [0.008, 0.003, 0.006], [0.001, -0.004, -0.005], [0.001, -0.003, -0.003], [-0.005, -0.001, 0.005], [0.017, -0.001, -0.006], [0.009, 0.006, 0.010], [0.009, -0.006, -0.022], [-0.002, 0.006, -0.003], [0.003, -0.005, 0.001], [0.003, 0.004, -0.001], [0.011, -0.003, -0.001], [-0.013, 0.007, -0.005], [-0.001, 0.008, 0.006], [0.000, -0.002, 0.003], [-0.001, -0.002, 0.000], [0.000, -0.002, 0.003], [-0.005, -0.005, -0.033], [0.002, 0.001, 0.011], [-0.001, 0.003, -0.001], [-0.006, -0.002, 0.017], [-0.002, -0.021, 0.025], [-0.093, -0.004, -0.138], [0.009, 0.011, 0.002], [-0.005, 0.000, -0.002], [0.003, -0.002, 0.001], [0.003, -0.006, -0.003], [0.025, 0.036, 0.026], [0.031, -0.005, 0.056], [-0.001, 0.004, -0.003], [-0.001, -0.001, 0.000], [-0.004, 0.003, -0.008], [0.021, 0.029, -0.031], [-0.013, 0.009, -0.001], [0.001, 0.027, -0.011], [-0.007, -0.042, 0.064], [-0.025, -0.007, 0.010], [-0.005, 0.009, -0.018], [-0.021, -0.003, 0.017], [0.005, 0.008, -0.029], [0.003, 0.010, -0.011], [0.015, 0.028, 0.002], [-0.003, -0.012, 0.022], [0.138, 0.017, -0.040], [-0.070, -0.009, 0.000], [-0.011, 0.010, -0.012], [-0.014, 0.000, 0.004], [-0.011, -0.037, -0.004], [0.000, 0.001, -0.007], [-0.005, -0.004, 0.001], [0.004, -0.002, 0.002], [-0.006, 0.006, -0.006], [0.001, -0.003, -0.008], [-0.008, -0.005, 0.002], [-0.005, 0.000, -0.006], [0.015, 0.002, 0.001], [0.009, -0.008, -0.005], [-0.005, -0.005, 0.001], [0.001, 0.008, 0.008], [0.012, 0.020, 0.006], [-0.006, 0.001, 0.002], [-0.023, -0.014, 0.024], [0.002, 0.015, 0.007], [0.008, -0.008, -0.003], [-0.004, 0.003, 0.005], [0.019, 0.019, -0.024], [-0.018, -0.026, -0.008], [-0.008, -0.009, -0.004], [-0.002, 0.000, 0.009], [-0.004, 0.008, 0.005], [0.013, -0.008, -0.001], [-0.003, -0.002, 0.002], [0.001, -0.010, 0.021], [0.000, -0.015, -0.001], [0.016, 0.003, 0.006]], "largest_force_ev_per_a": 0.23, "total_charge": -2, "lumo_ev": 3.8, "e_homo_ev": -0.9, "homo_lumo_gap_ev": 4.64}

No. 5
{"formula": "CH6NO2", "method": "the ωB97M-V functional and the def2-TZVPD basis", "elements": ["O", "H", "H", "H", "C", "N", "O", "H", "H", "H"], "coordinates": [[1.5058, 0.9328, 1.1048], [1.3384, 1.6325, 1.7465], [2.3621, 0.5943, 1.3912], [-1.3712, -0.0189, 0.9963], [-1.2333, -0.8189, -0.7768], [0.0016, -0.2487, -1.0227], [-1.9330, -0.4340, 0.3340], [-1.7500, -1.3550, -1.5499], [0.6199, 0.1393, -0.3201], [0.4597, -0.4234, -1.9031]], "atomic_forces_ev_per_a": [[0.415, 0.223, 0.609], [-0.210, 0.082, -0.165], [-0.030, -0.183, -0.170], [0.189, -0.118, -0.257], [0.842, -0.631, 0.324], [0.469, 0.577, -0.658], [-0.576, 0.248, 0.072], [-0.243, 0.214, 0.065], [-0.528, -0.328, 0.057], [-0.328, -0.084, 0.123]], "multiplicity": 2, "largest_force_ev_per_a": 1.10, "s2": 0.7529, "lumo_ev": [0.4, 0.4], "e_homo_ev": [-4.9, -9.6], "homo_lumo_gap_ev": [5.31, 9.98]}

No. 6
{"formula": "C15H26Cl2N2O3PPbS2", "method": "the ωB97M-V functional and the def2-TZVPD basis", "elements": ["C", "C", "N", "P", "O", "Cl", "C", "C", "C", "C", "Cl", "C", "C", "C", "S", "C", "S", "N", "C", "C", "C", "C", "C", "O", "O", "H", "H", "H", "H", "H", "H", "H", "H", "H", "H", "H", "H", "H", "H", "H", "H", "H", "H", "H", "H", "H", "H", "H", "H", "H", "H", "Pb"], "coordinates": [[2.2141, -0.7349, 2.4144], [0.7114, -0.8654, 2.5740], [-0.2330, -0.2906, 1.5431], [-1.0602, 1.1258, 2.2402], [-2.0041, 0.7321, 3.6502], [0.5564, 2.4298, 2.8583], [-1.1868, -1.3164, 0.9732], [-1.7699, -2.3936, 2.0926], [-2.9151, -3.4268, 1.4477], [-2.9097, -4.9118, 2.1690], [-1.3289, -5.8702, 1.9023], [-0.2828, -2.2397, -0.0813], [0.5193, -1.3597, -1.2069], [2.1465, -1.5511, -1.2173], [3.0192, -0.1414, -2.1681], [2.3258, 1.5306, -1.5578], [3.0975, 2.2061, -0.2050], [1.1404, 2.0677, -2.3091], [0.0258, 2.5651, -1.4267], [0.2125, 4.0796, -0.8316], [1.4869, 2.9926, -3.4415], [2.8695, 3.8503, -3.2762], [-2.4687, -0.5680, 0.2260], [-3.6696, -0.3616, 0.8360], [-2.3965, -0.0079, -1.1647], [2.7203, 0.3281, 2.3789], [2.9369, -1.6686, 2.3551], [0.3733, -1.4068, 3.5828], [-1.5146, 0.0469, 4.2258], [-2.1917, -1.8049, 3.0405], [-0.9232, -3.1229, 2.5112], [-3.9647, -2.9338, 1.7316], [-2.8646, -3.4969, 0.2810], [-3.7667, -5.5483, 1.6346], [-3.2437, -4.8648, 3.3128], [0.4718, -2.8442, 0.6135], [-0.9304, -3.0641, -0.6301], [0.0818, -1.7000, -2.2644], [0.2239, -0.2361, -1.0617], [2.4012, -2.5273, -1.8533], [2.6234, -1.7405, -0.1558], [-0.9658, 2.5519, -2.0796], [-0.1913, 1.8457, -0.5077], [0.3393, 4.0035, 0.3531], [1.1360, 4.6693, -1.2419], [-0.8042, 4.6592, -0.9934], [0.5782, 3.7426, -3.5952], [1.5602, 2.3506, -4.4346], [3.0524, 4.3166, -2.2188], [2.7817, 4.7739, -4.0276], [3.8287, 3.2459, -3.5741], [-1.8480, 2.8843, -3.4233]], "atomic_forces_ev_per_a": [[-2.699, 0.252, 0.239], [4.290, -0.864, -0.147], [0.072, 1.075, 3.855], [-2.097, 0.223, -0.087], [3.516, -1.236, -0.741], [-0.393, -1.167, 0.035], [-0.335, -2.403, -0.730], [-0.197, -0.695, 0.334], [-0.651, 0.735, 1.289], [-2.190, 0.400, -0.682], [-1.339, 1.047, 0.420], [0.388, -0.338, 0.145], [-0.615, -0.142, -0.439], [-0.907, -1.204, 0.233], [-0.978, 0.473, 0.478], [0.648, -0.892, 1.829], [-2.092, -0.929, -2.785], [-0.481, 0.716, 1.408], [3.036, 0.613, 2.329], [-0.752, 0.133, 0.858], [1.002, -0.111, -1.109], [-0.012, 1.317, -0.773], [-5.527, 3.538, -1.384], [7.393, -1.771, -2.922], [0.751, -1.857, 4.883], [-1.234, -2.220, -1.385], [-1.620, 1.951, 1.666], [0.301, 0.269, -3.049], [-1.132, 1.507, -0.973], [0.624, -1.296, -2.261], [-1.496, 1.883, -1.176], [2.203, -1.212, -0.813], [0.067, -0.011, 2.327], [2.061, 1.341, 1.147], [1.331, -0.053, -2.478], [-1.512, 1.371, -1.489], [1.161, 1.918, 1.317], [1.142, 0.953, 2.246], [0.686, -2.221, -0.263], [-0.375, 2.299, 1.177], [-1.066, 0.842, -2.090], [2.548, -1.165, 3.989], [0.139, 1.104, -2.314], [-0.277, 0.016, -2.664], [-2.008, -1.268, 0.536], [1.979, -0.758, 0.274], [1.447, -0.988, 0.346], [-0.102, 1.361, 2.002], [-0.592, -1.125, -1.957], [0.293, -2.075, 1.522], [-2.079, 0.942, 0.582], [-2.323, -0.277, -2.755]], "largest_force_ev_per_a": 8.14, "total_charge": 1, "lumo_ev": -7.5, "e_homo_ev": -10.3, "homo_lumo_gap_ev": 2.83}